This record from the OMol25 dataset describes 2 unconnected molecules or ions with the total composition C2H5IN2 in a non-equilibrium geometry. The level of theory is ωB97M-V with the def2-TZVPD basis set.

```
10
Properties=species:S:1:pos:R:3:forces:R:3
C -1.14200 0.64347 0.80625 0.1 0.2 0.8
C 1.12280 -1.14477 -0.13103 -0.2 -0.7 1.5
N -1.64511 2.64704 -0.32580 -0.4 1.5 -2.0
N -1.46241 1.68339 0.37897 0.1 -1.4 0.7
I 2.79955 0.26669 0.04991 -0.8 -0.7 -0.5
H 0.58487 -0.92999 0.84464 0.9 -0.8 -1.3
H -1.39215 -0.27141 1.28955 -0.3 0.0 -0.1
H 0.38732 -0.96184 -0.92630 0.8 0.3 0.0
H 1.51446 -2.20912 -0.20119 -0.4 1.6 0.2
H -1.92859 3.51147 0.10713 0.1 0.0 0.7
```
Positions in Å, forces in eV/Å.

The net charge is 0. The calculation puts the relative energy (zero: lowest compared OMol25 entry of this formula, charge and spin) at 53.7 kcal/mol. As for the HOMO energy: -0.323 Ha. The calculation puts the HOMO-LUMO gap at 9.094 eV.



This record from the OMol25 dataset describes 2 unconnected molecules or ions with the total composition C4H10ClNSi in a non-equilibrium geometry. The level of theory is ωB97M-V with the def2-TZVPD basis set.

```
17
Properties=species:S:1:pos:R:3:forces:R:3
C 2.90008 -1.02685 -1.08845 0.9 -2.8 -0.7
C 2.68992 -1.06404 0.22849 -0.4 4.6 -2.2
C -3.30134 0.37721 -0.25473 -2.2 2.5 1.3
C -1.81772 0.09309 -0.31369 1.2 2.0 -0.9
N -1.01260 0.72290 0.73639 -0.4 -0.2 -0.2
Si 2.30612 0.51376 1.07783 -1.0 -1.2 2.4
Cl 2.03098 2.34046 0.28618 0.3 0.2 -0.5
H 3.38760 -1.89083 -1.60058 -0.5 0.5 0.6
H 2.67917 -0.28969 -1.79623 -0.6 1.5 -0.4
H 3.12512 -1.79840 0.74914 1.1 -2.9 2.2
H -3.82709 0.28528 0.79144 1.5 0.0 -1.6
H -3.47402 1.46488 -0.55745 0.0 -1.4 0.4
H -3.93185 -0.25533 -0.88998 0.5 0.1 -0.2
H -1.82673 -0.95895 -0.28335 1.0 -1.7 0.0
H -1.32557 0.51883 -1.27871 -1.2 -1.2 1.3
H -1.37716 0.40952 1.63776 -0.1 -0.1 0.1
H 2.77509 0.55815 2.55593 -0.2 0.1 -1.3
```
Positions in Å, forces in eV/Å.

The net charge is 0. The calculation puts the relative energy (zero: lowest compared OMol25 entry of this formula, charge and spin) at 132.9 kcal/mol. As for the HOMO energy (alpha / beta): -0.355 / -0.231 Ha. The calculation puts the HOMO-LUMO gap (alpha / beta) at 9.605 / 5.959 eV.



This record from the OMol25 dataset describes a molecular structure, C4H2ORu in a non-equilibrium geometry. The level of theory is ωB97M-V with the def2-TZVPD basis set.

```
8
Properties=species:S:1:pos:R:3:forces:R:3
C 1.78936 -0.31082 -1.05691 -2.9 -0.1 0.7
C 0.69663 -0.50988 -1.80355 0.4 1.1 0.8
C 0.29806 -0.26052 -0.49981 2.2 -0.5 -2.1
C -0.67643 -0.14311 0.51489 4.1 -4.0 0.6
O -1.48822 0.78916 0.56348 -3.7 3.3 -0.1
Ru -2.78384 1.50068 1.82194 -0.2 0.1 -0.1
H 2.82810 -0.11520 -0.81152 -0.1 -0.5 0.1
H -0.66366 -0.95030 1.27149 0.2 0.7 0.0
```
Positions in Å, forces in eV/Å.

The net charge is +2. The calculation puts the relative energy (zero: lowest compared OMol25 entry of this formula, charge and spin) at 3.0 kcal/mol. As for the HOMO energy (alpha / beta): -0.600 / -0.779 Ha. Its expectation value of S² is 12.0148. The calculation puts the HOMO-LUMO gap (alpha / beta) at 5.241 / 8.774 eV. The multiplicity is 7.



This record from the OMol25 dataset describes a single C8H14N2O4 molecule in a non-equilibrium geometry. The level of theory is ωB97M-V with the def2-TZVPD basis set.

```
28
Properties=species:S:1:pos:R:3:forces:R:3
N 2.92960 -0.39316 1.48350 -1.3 -3.9 3.3
C 2.01093 -0.05995 0.44671 -2.0 1.3 -0.7
C 2.64319 0.22756 -0.92887 1.3 1.4 -3.4
O 3.64866 1.30156 -0.97661 3.9 -2.2 3.8
C 0.73905 -1.01923 0.44846 0.2 -0.3 -1.4
O 0.83130 -2.16427 0.88689 0.1 1.3 -0.1
N -0.42034 -0.59827 -0.18824 0.3 -1.7 -2.9
C -1.54155 -1.61659 -0.43937 1.6 -1.2 0.2
C -2.88046 -0.92943 -0.24594 2.6 1.9 1.4
C -2.43743 0.37628 -0.86711 -3.7 1.9 -3.5
C -0.86712 0.71108 -0.55476 -2.6 1.1 -0.7
C -1.20624 1.23637 0.76922 1.7 1.0 6.4
O -1.23422 0.45212 1.79823 -0.7 4.4 -3.8
O -1.27465 2.64558 0.87375 0.2 -3.0 -2.4
H 2.25280 -0.21376 2.30802 2.0 0.1 -0.9
H 2.88336 -1.50900 1.65977 0.5 2.8 -1.2
H 1.66970 0.90786 0.85909 -0.4 0.1 -1.0
H 3.15377 -0.56367 -1.49616 -0.3 -0.9 1.1
H 2.10777 0.65221 -1.86828 -0.9 -0.8 2.2
H 4.59509 0.92227 -0.39528 -4.5 1.7 -2.5
H -1.19579 -2.26026 0.39806 -1.0 -1.0 -1.3
H -1.51109 -1.97595 -1.58466 0.3 0.3 2.8
H -3.64109 -1.15040 -0.92835 -1.3 -1.5 -0.3
H -3.22010 -0.66037 0.78969 0.4 -1.2 -0.8
H -3.38105 1.04840 -0.59670 2.8 0.0 -0.2
H -2.74310 0.25065 -2.02086 1.7 0.5 2.0
H -0.43906 1.47379 -1.37723 -0.5 -2.1 2.1
H -1.47195 2.90858 1.74700 -0.4 0.1 1.9
```
Positions in Å, forces in eV/Å.

The net charge is 0. The calculation puts the relative energy (zero: lowest compared OMol25 entry of this formula, charge and spin) at 136.0 kcal/mol. As for the HOMO energy: -0.351 Ha. The calculation puts the HOMO-LUMO gap at 10.004 eV. The SMILES is N[C@@H](CO)C(=O)N1CCC[C@H]1C(=O)O.



This record from the OMol25 dataset describes a molecular structure, C8H9N2PS2 in a non-equilibrium geometry. The level of theory is ωB97M-V with the def2-TZVPD basis set.

```
22
Properties=species:S:1:pos:R:3:forces:R:3
C -3.33865 -0.99780 -0.85675 -0.9 1.4 -0.3
C -2.58416 0.14291 -1.21930 -0.5 -1.6 1.8
C -2.88473 -1.84584 0.16450 0.1 2.3 -1.1
C -1.35218 0.37522 -0.64903 0.7 -1.4 -1.1
C -1.66832 -1.53466 0.76263 0.4 -3.0 0.8
C -0.81967 -0.58283 0.21052 -0.5 0.5 0.3
C 2.44143 0.42833 -0.20918 0.6 -1.4 0.3
C 2.61546 3.00629 0.50185 3.4 3.3 0.2
N 1.28744 0.41184 0.22378 -1.6 0.9 0.4
N 0.50058 -0.56659 0.64511 2.9 -1.4 0.2
P 1.83415 -2.47132 0.11196 -0.4 0.5 0.8
S 3.25885 -1.19294 -0.66241 -0.2 0.1 -0.2
S 3.57265 1.73383 -0.25325 0.4 -0.3 -0.6
H -4.37689 -1.04015 -1.29266 1.3 -0.5 0.5
H -2.98577 0.90266 -1.80827 -0.7 0.8 -1.3
H -3.55428 -2.59728 0.47842 -0.2 -1.0 0.6
H -0.67816 1.01629 -1.17500 0.3 0.9 0.3
H -1.29507 -2.29925 1.53508 -0.3 1.5 -1.1
H 1.81371 2.61568 0.98138 -2.6 -1.1 1.2
H 2.36709 3.83944 -0.18958 -0.1 -0.8 0.3
H 3.29065 3.46425 1.32215 -1.0 -0.6 -1.3
H 2.55586 -2.80806 1.37804 -0.9 0.7 -0.7
```
Positions in Å, forces in eV/Å.

The net charge is 0. The calculation puts the relative energy (zero: lowest compared OMol25 entry of this formula, charge and spin) at 68.3 kcal/mol. As for the HOMO energy (alpha / beta): -0.282 / -0.282 Ha. The calculation puts the HOMO-LUMO gap (alpha / beta) at 6.872 / 6.873 eV.